The ion C4H10N2 with charge +1 at a distorted geometry, computed with ωB97M-V with the def2-TZVPD basis set.

Geometry as XYZ:
```
16
Properties=species:S:1:pos:R:3:forces:R:3:lowdin_charge:R:1
C 1.1118 -0.4850 -2.5039 0.887 -1.540 -1.957 -0.13
C 1.0812 0.2806 -1.2015 -3.876 0.761 0.744 -0.21
C 0.5931 -0.6174 0.0445 3.962 1.440 0.742 -0.11
N -2.1134 0.2938 1.1824 4.558 -1.933 -0.903 0.18
C -0.8580 0.5212 1.7377 1.278 2.762 -0.505 -0.12
N 0.3175 0.1834 1.2619 -3.501 -0.524 0.082 0.21
H 1.6407 -1.4820 -2.4349 -0.201 1.128 0.177 0.09
H 1.6465 0.0828 -3.3109 -0.269 -0.342 0.948 0.09
H 0.1642 -0.7846 -3.0325 0.345 0.692 1.193 0.09
H 0.2806 1.1333 -1.3080 1.173 -1.547 0.255 0.14
H 1.9447 0.8616 -0.9503 0.920 -0.368 0.156 0.10
H -0.3850 -1.0185 -0.0219 -0.953 -0.991 -0.854 0.10
H 1.3611 -1.3892 0.4088 -1.235 0.838 -1.056 0.16
H -2.7672 0.3270 1.9007 -1.997 -0.146 1.127 0.09
H -2.0054 -0.5970 0.6551 -1.451 0.875 0.316 0.13
H -0.8771 1.3301 2.5224 0.360 -1.104 -0.464 0.18
```
Forces are in eV/Å.

Values from the calculation:
M = 86.1 g/mol
lowest unoccupied orbital energy (spin up / spin down) = -4.20 / -8.14 eV
relative energy (zero: lowest compared OMol25 entry of this formula, charge and spin) = 2.8041 eV
energy = -7280.2888 eV
spin multiplicity = 2
total charge = +1
orbital gap (spin up / spin down) = 11.22 / 7.25 eV

---

The ion C4H10N2O with charge -1 at a distorted geometry, computed with ωB97M-V with the def2-TZVPD basis set.

Geometry as XYZ:
```
17
Properties=species:S:1:pos:R:3:forces:R:3:lowdin_charge:R:1
O -2.2548 0.8969 1.6749 -0.128 0.354 0.333 -0.24
C -1.7978 0.2845 0.6519 0.331 -0.549 -0.572 -0.45
C -0.3340 0.2266 0.3013 0.099 -0.021 -0.171 -0.44
C -0.0862 -0.9117 -0.6853 -0.027 -0.659 0.537 -0.22
C 1.3431 -1.0791 -1.1441 1.066 0.828 -2.323 -0.34
N 2.3613 -0.9831 -0.1005 0.188 0.301 0.750 -0.02
N 0.0958 1.5331 -0.3448 -0.016 -0.221 0.085 0.01
H -2.4359 0.0369 -0.2330 -0.078 0.047 0.305 0.06
H 0.2928 0.0176 1.1832 -0.254 0.301 0.082 0.11
H -0.3667 -1.8577 -0.2064 -0.124 0.153 0.178 0.10
H -0.7884 -0.7768 -1.5104 0.269 0.004 -0.311 0.10
H 1.5228 -1.9787 -1.7392 -0.362 -0.776 0.719 0.09
H 1.5917 -0.3972 -1.9926 -0.413 0.570 0.662 0.09
H 2.4958 -0.0138 0.1829 -0.504 -0.110 0.067 0.05
H 3.2886 -1.2273 -0.4177 -0.070 -0.415 -0.414 0.04
H -0.7171 2.1233 -0.1892 0.391 0.285 -0.001 0.04
H 0.9107 1.9603 0.1063 -0.367 -0.094 0.073 0.03
```
Forces are in eV/Å.

Values from the calculation:
M = 102.1 g/mol
lowest unoccupied orbital energy (spin up / spin down) = 3.88 / 3.77 eV
relative energy (zero: lowest compared OMol25 entry of this formula, charge and spin) = 0.5325 eV
energy = -9336.3088 eV
spin multiplicity = 2
total charge = -1
orbital gap (spin up / spin down) = 3.76 / 6.96 eV

---

An isolated molecule of C4H10N2O at a distorted geometry, computed with ωB97M-V with the def2-TZVPD basis set.

Geometry as XYZ:
```
17
Properties=species:S:1:pos:R:3:forces:R:3:lowdin_charge:R:1
C 2.3512 -0.4074 0.1217 -0.405 0.480 -0.108 0.03
C 1.0185 -0.5311 0.2270 1.349 0.731 0.051 -0.37
N 0.4686 -1.7020 0.7418 -1.096 -0.389 -0.461 0.08
C 0.0641 0.6207 -0.1519 0.271 0.011 0.690 -0.40
N 0.4673 1.8840 0.4310 0.170 -0.386 0.133 0.08
O -1.2386 0.3348 0.3531 -0.513 -0.406 -0.587 -0.19
C -2.1622 -0.0065 -0.6713 -0.117 -0.100 0.311 -0.10
H 3.0180 -1.2032 0.4360 -0.140 0.014 -0.019 0.06
H 2.8043 0.5133 -0.2336 -0.158 -0.173 -0.051 0.05
H -0.5483 -1.6208 0.7919 0.422 -0.233 0.048 0.08
H 0.7473 -2.5160 0.1988 -0.111 0.144 0.377 0.10
H 0.0494 0.7169 -1.2452 -0.214 0.017 0.122 0.15
H 0.5441 1.7090 1.4323 0.232 0.151 -0.098 0.09
H -0.3357 2.5014 0.3438 0.162 0.120 -0.153 0.08
H -1.8408 -0.9132 -1.1927 -0.061 0.046 -0.156 0.09
H -3.1317 -0.1999 -0.2038 0.183 0.048 -0.004 0.09
H -2.2756 0.8200 -1.3789 0.025 -0.074 -0.095 0.09
```
Forces are in eV/Å.

Values from the calculation:
M = 102.1 g/mol
lowest unoccupied orbital energy = 0.90 eV
relative energy (zero: lowest compared OMol25 entry of this formula, charge and spin) = 2.2024 eV
structure (SMILES) = C=C(N)[C@H](N)OC
energy = -9336.7851 eV
spin multiplicity = 1
orbital gap = 9.19 eV

---

An isolated molecule of C4H10N2O, computed with ωB97M-V with the def2-TZVPD basis set.

Geometry as XYZ:
```
17
Properties=species:S:1:pos:R:3:forces:R:3:lowdin_charge:R:1
C 2.4920 0.2503 -0.1949 0.209 -0.070 0.075 -0.09
N 1.2819 0.0305 -0.9688 -0.173 0.131 -0.039 -0.02
C 0.3050 -0.7877 -0.3907 -0.079 -0.228 0.019 -0.54
O 0.5245 -1.9659 -0.1790 0.041 0.193 0.180 0.06
N -0.9198 -0.2024 -0.1233 0.179 -0.108 0.015 -0.15
C -1.9661 -1.0492 0.4235 -0.129 -0.103 0.008 -0.06
C -1.0510 1.1886 0.2581 -0.012 0.212 -0.031 -0.07
H 2.3435 0.9527 0.6414 0.035 -0.076 -0.155 0.08
H 2.8179 -0.7026 0.2219 0.008 0.050 -0.099 0.08
H 3.2798 0.6372 -0.8447 -0.060 -0.064 0.090 0.08
H 0.9350 0.8527 -1.4335 -0.082 0.074 0.153 0.11
H -2.1171 -0.8431 1.4944 0.089 -0.051 -0.179 0.09
H -1.6847 -2.0956 0.3060 -0.065 0.191 -0.031 0.08
H -2.9115 -0.8519 -0.0945 0.109 -0.041 0.068 0.09
H -0.2386 1.7975 -0.1366 -0.116 -0.070 0.035 0.08
H -1.9949 1.5861 -0.1241 0.063 0.015 0.025 0.09
H -1.0542 1.3035 1.3527 -0.016 -0.056 -0.135 0.09
```
Forces are in eV/Å.

Values from the calculation:
M = 102.1 g/mol
lowest unoccupied orbital energy = 0.79 eV
relative energy (zero: lowest compared OMol25 entry of this formula, charge and spin) = 1.0516 eV
structure (SMILES) = CNC(=O)N(C)C
energy = -9337.9358 eV
spin multiplicity = 1
orbital gap = 10.06 eV

---

A cluster of 2 separate species, C4H10N2O in total at a distorted geometry, computed with ωB97M-V with the def2-TZVPD basis set.

Geometry as XYZ:
```
17
Properties=species:S:1:pos:R:3:forces:R:3:lowdin_charge:R:1
C -0.2606 0.4556 0.4438 0.366 0.942 0.061 -0.35
C -1.3857 0.9320 -0.4183 0.012 0.030 0.016 -0.02
N 1.9956 -0.4101 -0.5859 -0.337 -0.005 0.207 -0.17
N 0.7390 1.2641 0.7544 -0.152 -0.645 -0.556 0.12
C -0.3187 -0.8414 1.0854 -0.160 -0.563 0.274 -0.14
C -1.3818 -1.6560 1.0715 0.293 0.379 -0.024 0.05
O 2.0121 0.5112 -1.7244 0.023 0.067 -0.167 -0.24
H 1.5970 0.0387 -2.4589 0.023 0.030 0.208 0.05
H 2.6777 -1.1285 -0.8587 0.090 0.328 0.193 0.01
H 0.7723 2.1240 0.2203 -0.224 0.043 0.035 0.11
H 1.6927 0.6941 0.5798 -0.127 -0.559 -0.175 0.10
H 0.5585 -1.1070 1.6624 0.021 -0.007 -0.096 0.11
H -1.1324 1.8679 -0.9144 0.018 -0.042 0.054 0.08
H -2.2917 1.0806 0.1755 0.056 -0.028 0.002 0.09
H -1.6135 0.1871 -1.1813 0.040 -0.015 0.031 0.09
H -1.3646 -2.5968 1.6038 0.035 0.020 0.005 0.06
H -2.2960 -1.4155 0.5449 0.023 0.025 -0.067 0.06
```
Forces are in eV/Å.

Values from the calculation:
M = 102.1 g/mol
lowest unoccupied orbital energy (spin up / spin down) = -0.34 / -0.34 eV
relative energy (zero: lowest compared OMol25 entry of this formula, charge and spin) = 5.9320 eV
energy = -9333.0555 eV
spin multiplicity = 1
orbital gap (spin up / spin down) = 6.50 / 6.50 eV

---

An isolated molecule of C4H10N2O at a distorted geometry, computed with ωB97M-V with the def2-TZVPD basis set.

Geometry as XYZ:
```
17
Properties=species:S:1:pos:R:3:forces:R:3:lowdin_charge:R:1
N -0.1687 -2.1580 -0.5804 0.215 -0.348 -0.744 -0.01
C -0.8743 -1.2519 0.3251 1.394 0.321 -0.771 -0.27
C -1.1249 0.1548 -0.2474 -1.596 0.683 -1.117 -0.19
C 0.0444 1.0134 -0.7706 2.064 0.573 0.896 -0.12
C 1.2210 0.8210 0.1473 0.797 -1.970 1.190 -0.57
N 1.1447 1.3735 1.4071 -0.697 0.377 -0.917 0.16
O 2.1063 0.0108 -0.0602 0.195 0.031 -0.539 0.04
H -0.6391 -2.4006 -1.4477 -0.713 0.078 0.391 0.06
H 0.6848 -1.7554 -0.9420 0.420 0.241 0.571 0.04
H -0.2010 -1.1464 1.1701 -0.099 -0.066 0.430 0.10
H -1.7736 -1.7661 0.6584 -0.208 0.423 -0.004 0.11
H -1.7264 0.7710 0.4238 0.080 -0.163 0.302 0.10
H -1.7667 0.0323 -1.1335 -0.094 -0.074 0.208 0.10
H 0.0524 2.1204 -0.7098 -1.614 -0.305 -0.455 0.12
H 0.4240 0.7593 -1.7599 -0.351 -0.187 0.004 0.12
H 1.8848 1.1543 2.0364 0.492 -0.010 0.184 0.10
H 0.7123 2.2675 1.4832 -0.284 0.396 0.371 0.09
```
Forces are in eV/Å.

Values from the calculation:
M = 102.1 g/mol
lowest unoccupied orbital energy = 0.80 eV
relative energy (zero: lowest compared OMol25 entry of this formula, charge and spin) = 1.0849 eV
structure (SMILES) = NCCCC(N)=O
energy = -9337.9026 eV
spin multiplicity = 1
orbital gap = 9.80 eV

---

An isolated molecule of C4H10N2O at a distorted geometry, computed with ωB97M-V with the def2-TZVPD basis set.

Geometry as XYZ:
```
17
Properties=species:S:1:pos:R:3:forces:R:3:lowdin_charge:R:1
N -1.5086 -1.1042 2.2640 -0.657 -0.907 -0.535 -0.01
C -0.2770 -1.0580 1.4702 0.399 0.293 0.736 -0.26
C -0.3131 0.0426 0.4183 0.587 0.593 -0.713 -0.42
N -1.3899 -0.0704 -0.5246 -0.266 0.025 -1.057 0.04
C 1.0379 0.1330 -0.3944 -0.940 -0.382 2.241 -0.12
C 1.0718 1.2453 -1.3846 -0.507 -0.169 -0.859 -0.28
O 1.7417 1.1876 -2.3833 0.175 0.221 -0.060 0.05
H -1.4505 -0.7036 3.1910 0.418 0.209 -0.202 0.06
H -1.7435 -2.0775 2.4139 -0.297 0.095 -0.020 0.06
H 0.5180 -0.9168 2.2039 0.656 0.283 -0.424 0.11
H -0.0451 -1.9916 0.9507 -0.458 -0.175 0.178 0.12
H -0.3832 1.0018 0.9479 -0.213 0.015 0.017 0.13
H -2.3751 -0.0101 -0.3519 0.164 0.029 0.874 0.07
H -1.2285 -0.4348 -1.4472 0.418 -0.124 0.158 0.07
H 1.7769 0.3547 0.3807 0.266 0.189 -0.047 0.12
H 1.3427 -0.8503 -0.7549 -0.135 0.181 -0.628 0.12
H 0.3859 2.1213 -1.2374 0.390 -0.378 0.341 0.13
```
Forces are in eV/Å.

Values from the calculation:
M = 102.1 g/mol
lowest unoccupied orbital energy = 0.94 eV
relative energy (zero: lowest compared OMol25 entry of this formula, charge and spin) = 1.9774 eV
structure (SMILES) = NC[C@H](N)CC=O
energy = -9337.0101 eV
spin multiplicity = 1
orbital gap = 9.79 eV

---

An isolated molecule of C4H10N2O at a distorted geometry, computed with ωB97M-V with the def2-TZVPD basis set.

Geometry as XYZ:
```
17
Properties=species:S:1:pos:R:3:forces:R:3:lowdin_charge:R:1
C 2.1896 -1.2124 0.3915 0.043 -0.150 0.617 -0.14
N 1.1613 -0.2414 0.0132 -0.008 0.669 1.107 -0.15
C 0.0165 -0.3616 0.9517 -1.057 -1.048 -2.096 -0.22
C -1.2228 0.4719 0.4553 1.792 -0.291 1.649 -0.19
N -1.2985 0.3213 -0.9744 0.258 0.948 -0.559 0.01
C -1.9208 1.2942 -1.7227 -0.369 0.073 -0.027 -0.37
O -2.8985 1.9336 -1.4187 0.001 -0.076 0.483 0.03
H 1.7435 -2.2118 0.4082 0.073 0.116 -0.210 0.08
H 3.0697 -1.2308 -0.2493 -0.248 0.208 -0.318 0.07
H 2.5574 -1.0351 1.4116 0.014 -0.021 0.017 0.08
H 1.5287 0.7003 0.1390 0.240 -0.102 -0.220 0.11
H -0.2492 -1.4070 0.7992 -0.303 -0.248 0.334 0.10
H 0.1912 -0.2493 2.0136 0.379 0.490 0.276 0.11
H -0.9825 1.4991 0.7984 -0.677 -0.103 -0.503 0.12
H -2.0792 0.0902 1.0101 -0.194 0.232 -0.274 0.12
H -0.3598 0.1552 -1.3348 -0.149 -0.353 0.025 0.10
H -1.4466 1.4835 -2.6919 0.204 -0.343 -0.301 0.12
```
Forces are in eV/Å.

Values from the calculation:
M = 102.1 g/mol
lowest unoccupied orbital energy = 0.88 eV
relative energy (zero: lowest compared OMol25 entry of this formula, charge and spin) = 1.5680 eV
structure (SMILES) = CNCCNC=O
energy = -9337.4195 eV
spin multiplicity = 1
orbital gap = 10.56 eV

---

An isolated molecule of C4H10N2O at a distorted geometry, computed with ωB97M-V with the def2-TZVPD basis set.

Geometry as XYZ:
```
17
Properties=species:S:1:pos:R:3:forces:R:3:lowdin_charge:R:1
C -0.5809 -1.4233 1.0793 -1.924 -1.315 -0.480 -0.11
C -1.0222 -0.0785 1.5067 2.638 0.915 2.093 -0.29
N -0.3139 1.0374 0.8849 0.023 0.102 -0.929 0.00
C 0.7555 0.8427 -0.0475 -0.007 0.304 -0.576 -0.40
O 1.9113 0.5955 0.2466 -1.465 0.288 0.005 0.09
C 0.3570 0.9221 -1.5712 -1.546 -3.130 0.504 -0.19
N 1.2354 -0.0148 -2.2938 0.059 -0.204 0.214 -0.03
H -0.8841 -1.6087 0.0335 0.284 -0.199 0.319 0.08
H 0.4638 -1.5972 1.2054 0.693 -0.135 0.134 0.07
H -1.1865 -2.0996 1.7485 0.846 0.184 -0.872 0.10
H -0.7178 -0.0550 2.5935 -0.818 0.164 -0.669 0.13
H -2.0599 0.0421 1.4124 -1.512 0.158 -0.115 0.09
H -0.3928 1.9038 1.3824 0.499 0.156 0.016 0.12
H -0.7560 0.6889 -1.7102 1.451 0.280 0.458 0.13
H 0.5230 1.8575 -1.9830 0.185 2.340 -0.265 0.07
H 0.8289 -0.7026 -2.9801 0.611 1.009 1.807 0.09
H 1.8391 -0.3104 -1.5073 -0.017 -0.918 -1.644 0.05
```
Forces are in eV/Å.

Values from the calculation:
M = 102.1 g/mol
lowest unoccupied orbital energy = 0.84 eV
relative energy (zero: lowest compared OMol25 entry of this formula, charge and spin) = 2.5830 eV
structure (SMILES) = CCNC(=O)CN
energy = -9336.4045 eV
spin multiplicity = 1
orbital gap = 9.52 eV

---

An isolated molecule of C4H10N2O at a distorted geometry, computed with ωB97M-V with the def2-TZVPD basis set.

Geometry as XYZ:
```
17
Properties=species:S:1:pos:R:3:forces:R:3:lowdin_charge:R:1
H 1.5170 1.6183 1.0502 0.128 -0.156 -0.141 0.06
N 0.6006 1.4757 0.6311 -0.170 -0.729 -0.025 0.13
C 0.5730 0.5609 -0.2580 0.506 1.970 -1.173 -0.45
C 1.7708 -0.0780 -0.9079 0.066 -0.147 0.454 -0.04
C -0.7445 0.4481 -1.0428 0.141 -0.446 1.005 -0.17
N -1.8757 0.5290 -0.1525 -0.566 1.270 -0.879 -0.14
O -2.0832 -0.6409 0.5108 2.805 -1.112 2.421 -0.19
C -0.8105 -1.1602 1.3863 -2.704 -0.747 -0.386 0.00
H 2.6927 0.1754 -0.3841 -0.013 -0.123 0.053 0.08
H 1.6564 -1.1604 -0.9693 0.069 -0.061 0.003 0.08
H 1.8651 0.2934 -1.9293 -0.132 0.021 -0.059 0.09
H -0.7918 1.2707 -1.7630 0.103 -0.083 0.070 0.13
H -0.8021 -0.5031 -1.5735 -0.048 0.056 -0.099 0.12
H -1.7504 1.2948 0.5153 0.124 -0.311 -0.177 0.11
H -0.2951 -0.5715 2.1497 -0.257 0.963 -0.894 0.07
H -0.1390 -1.7142 0.7267 -0.079 0.244 0.087 0.06
H -1.3833 -1.8378 2.0105 0.027 -0.608 -0.259 0.06
```
Forces are in eV/Å.

Values from the calculation:
M = 102.1 g/mol
lowest unoccupied orbital energy = 0.85 eV
relative energy (zero: lowest compared OMol25 entry of this formula, charge and spin) = 4.4298 eV
structure (SMILES) = [H]/N=C(\C)CNOC
energy = -9334.5576 eV
spin multiplicity = 1
orbital gap = 9.56 eV